{"formula": "C7H11Cl2OP", "method": "ωB97M-V with the def2-TZVPD basis set", "total_charge": 0, "e_tot_ev": -43817.098, "species": ["C", "C", "C", "C", "C", "C", "C", "O", "P", "Cl", "Cl", "H", "H", "H", "H", "H", "H", "H", "H", "H", "H", "H"], "coordinates": [[0.251, 2.024, -1.358], [-1.440, -1.414, 1.213], [0.645, 0.821, -0.979], [-0.162, -1.330, 0.794], [0.043, 2.367, -2.848], [-2.293, -2.636, 1.216], [2.325, -0.152, 1.310], [0.073, 1.375, 1.607], [0.630, 0.314, 0.759], [2.225, -0.940, 2.994], [2.921, 1.457, 1.428], [-0.006, 2.741, -0.532], [-2.136, -0.477, 1.250], [1.202, 0.285, -1.813], [0.345, -2.189, 0.395], [-1.000, 2.776, -2.975], [0.180, 1.472, -3.480], [0.755, 3.199, -3.174], [-2.688, -2.838, 0.174], [-3.096, -2.503, 1.887], [-1.673, -3.440, 1.407], [2.899, -0.911, 0.727]], "lowdin_charge": [-0.205, -0.201, -0.220, -0.210, -0.100, -0.103, -1.138, -0.362, 0.469, 0.486, 0.625, 0.117, 0.142, 0.107, 0.081, 0.083, 0.067, 0.090, 0.109, 0.058, 0.044, 0.060]}

***

{"formula": "CH4Cl2Si", "method": "ωB97M-V with the def2-TZVPD basis set", "total_charge": 0, "e_tot_ev": -34023.193, "species": ["C", "Si", "Cl", "Cl", "H", "H", "H", "H"], "coordinates": [[1.607, 0.981, -0.155], [-1.062, -0.659, 0.161], [-1.944, -1.474, -1.548], [-2.687, 0.281, 1.173], [1.023, 1.140, 0.813], [1.962, -0.106, -0.197], [1.434, 1.584, -0.982], [-0.334, -1.747, 0.735]], "lowdin_charge": [0.024, -0.054, 0.131, 0.111, -0.035, 0.001, -0.054, -0.125]}

***

{"formula": "C37H77N2O7", "method": "ωB97M-V with the def2-TZVPD basis set", "total_charge": -1, "e_tot_ev": -56911.597, "species": ["C", "N", "C", "C", "C", "C", "C", "C", "C", "C", "N", "C", "C", "C", "H", "H", "H", "H", "H", "H", "H", "H", "H", "H", "H", "H", "H", "H", "C", "O", "H", "H", "H", "C", "C", "O", "C", "C", "H", "H", "H", "H", "H", "H", "H", "H", "H", "H", "C", "C", "O", "C", "C", "H", "H", "H", "H", "H", "H", "H", "H", "H", "H", "C", "C", "O", "C", "C", "H", "H", "H", "H", "H", "H", "H", "H", "H", "H", "C", "C", "O", "C", "C", "H", "H", "H", "H", "H", "H", "H", "H", "H", "H", "C", "C", "O", "C", "C", "H", "H", "H", "H", "H", "H", "H", "H", "H", "H", "C", "C", "O", "C", "C", "H", "H", "H", "H", "H", "H", "H", "H", "H", "H"], "coordinates": [[3.360, -2.672, 1.891], [3.253, -1.727, 0.771], [2.449, -0.660, 0.857], [2.595, 0.434, -0.001], [3.597, 0.346, -0.988], [4.545, -0.707, -0.977], [4.378, -1.728, -0.191], [3.673, 1.394, -2.043], [2.458, 2.066, -2.503], [2.489, 2.990, -3.393], [3.785, 3.459, -3.904], [4.985, 2.852, -3.501], [4.947, 1.846, -2.607], [3.783, 4.348, -5.083], [3.491, -3.647, 1.344], [2.550, -2.748, 2.687], [4.122, -2.572, 2.469], [1.523, -0.577, 1.559], [1.613, 1.055, -0.320], [5.177, -0.962, -1.778], [4.837, -2.728, -0.044], [1.526, 1.670, -2.334], [1.674, 3.433, -3.766], [5.936, 3.268, -4.014], [5.976, 1.485, -2.192], [3.337, 3.723, -5.894], [4.696, 4.659, -5.363], [3.109, 5.156, -4.796], [-0.814, -0.392, -0.636], [-0.495, 0.119, 0.640], [0.277, -0.679, -1.036], [-1.218, 0.234, -1.417], [-1.640, -1.185, -0.534], [3.339, -4.374, -6.890], [2.019, -4.473, -6.178], [1.746, -3.198, -5.576], [0.467, -3.077, -4.999], [0.369, -1.914, -4.127], [3.860, -5.334, -6.938], [3.984, -3.718, -6.497], [3.175, -4.036, -7.858], [2.312, -5.269, -5.357], [1.256, -4.836, -7.112], [0.428, -3.781, -4.222], [-0.342, -3.115, -5.814], [0.448, -1.005, -4.563], [1.321, -1.870, -3.583], [-0.582, -2.036, -3.473], [-3.558, 0.171, 2.932], [-4.578, -0.882, 2.718], [-5.261, -1.152, 3.990], [-6.322, -2.101, 3.939], [-6.814, -2.342, 5.237], [-2.909, 0.650, 2.001], [-2.695, -0.203, 3.546], [-4.005, 0.794, 3.648], [-4.169, -1.870, 2.379], [-5.186, -0.541, 1.908], [-5.992, -2.995, 3.501], [-7.183, -1.923, 3.333], [-7.318, -3.252, 5.290], [-7.205, -1.388, 5.425], [-6.077, -2.807, 5.685], [2.004, 2.633, 7.351], [0.566, 2.558, 6.998], [0.563, 2.512, 5.614], [-0.665, 2.598, 4.905], [-0.492, 2.348, 3.452], [2.120, 2.613, 8.508], [2.409, 3.440, 7.044], [2.558, 1.746, 7.091], [0.323, 3.545, 7.488], [-0.204, 1.994, 7.569], [-1.154, 3.602, 4.974], [-1.276, 1.779, 5.230], [-0.037, 3.174, 2.741], [-1.431, 2.385, 3.066], [-0.180, 1.209, 3.299], [1.562, -1.295, 5.698], [0.428, -1.319, 4.790], [0.485, -2.528, 4.035], [-0.504, -2.529, 3.023], [-0.554, -3.851, 2.348], [2.651, -1.263, 5.090], [1.624, -2.197, 6.282], [1.642, -0.691, 6.374], [0.439, -0.521, 3.867], [-0.449, -1.218, 5.429], [-0.237, -1.897, 2.308], [-1.425, -2.195, 3.484], [-0.786, -4.600, 3.028], [0.462, -4.017, 1.929], [-1.233, -3.726, 1.574], [-5.173, -2.887, -5.389], [-4.226, -2.441, -4.337], [-3.814, -1.182, -4.853], [-3.300, -0.360, -3.793], [-2.795, 0.959, -4.238], [-6.169, -2.367, -5.556], [-5.631, -3.921, -5.154], [-4.397, -3.073, -6.078], [-3.419, -2.997, -4.097], [-4.718, -2.174, -3.461], [-2.417, -0.899, -3.289], [-4.107, -0.238, -3.074], [-3.554, 1.538, -4.729], [-2.001, 0.747, -4.989], [-2.376, 1.515, -3.525], [-1.478, 3.542, -1.116], [-0.483, 3.638, 0.025], [0.701, 4.232, -0.443], [1.710, 4.388, 0.489], [2.563, 5.321, -0.190], [-1.030, 2.744, -1.648], [-1.504, 4.478, -1.726], [-2.467, 3.182, -0.742], [-0.397, 2.689, 0.446], [-0.910, 4.142, 0.895], [2.197, 3.478, 0.907], [1.201, 4.857, 1.255], [2.210, 6.309, -0.443], [2.724, 5.214, -1.264], [3.342, 5.662, 0.225]], "lowdin_charge": [-0.043, -0.126, -0.095, -0.059, -0.206, -0.079, -0.040, -0.152, -0.069, -0.068, -0.161, -0.133, -0.090, -0.059, 0.099, 0.102, 0.003, 0.131, 0.136, 0.100, 0.118, 0.083, 0.074, 0.128, 0.126, 0.093, 0.024, 0.082, -0.369, -0.448, 0.071, -0.007, 0.049, -0.117, -0.276, -0.160, -0.325, -0.086, 0.083, 0.034, 0.046, 0.142, 0.173, 0.095, 0.148, 0.034, 0.096, 0.111, -0.101, -0.268, -0.127, -0.351, -0.084, 0.142, 0.060, 0.045, 0.124, 0.100, 0.103, 0.115, 0.081, 0.096, 0.041, -0.087, -0.328, -0.136, -0.279, -0.078, 0.117, 0.002, 0.068, 0.115, 0.126, 0.133, 0.105, 0.103, 0.013, 0.104, -0.071, -0.279, -0.178, -0.291, -0.041, 0.157, 0.081, -0.055, 0.151, 0.120, 0.041, 0.113, 0.053, 0.091, 0.059, -0.080, -0.299, -0.166, -0.279, -0.063, 0.104, 0.094, 0.059, 0.088, 0.089, 0.116, 0.116, 0.075, 0.098, 0.012, -0.058, -0.305, -0.145, -0.284, -0.078, 0.033, 0.087, 0.093, 0.064, 0.104, 0.143, 0.089, 0.084, 0.091, 0.000]}

***

F_max list, top to bottom, in eV/Å: 2.87; 5.11; 11.13